A molecular structure, C43H38IN7P2Se2Tc at a distorted geometry. Source: the Open Molecules 2025 dataset; level of theory: ωB97M-V with the def2-TZVPD basis set.

Calculated values
* net charge: +2
* highest occupied orbital energy (spin up / spin down): -11.00 / -10.99 eV
* multiplicity: 4
* LUMO (spin up / spin down): -6.08 / -7.66 eV
* M: 1097.6 g mol⁻¹
* <S²>: 3.789

Each line ends with the Löwdin spin population.
Atoms and positions in Å:
Tc -0.6810 -0.0685 -0.1838  2.71
Se -0.7314 0.6211 6.3576  0.01
P 0.8325 1.7326 5.3378  0.00
C 2.4072 1.0905 5.8544  0.00
C 3.0555 0.1190 5.0939  0.00
C 4.1943 -0.4909 5.5967  0.00
C 4.6792 -0.1354 6.8495  0.00
C 4.0254 0.8262 7.6111  0.00
C 2.8820 1.4379 7.1214  0.00
C 0.7045 3.4818 5.7058  0.00
C 1.8210 4.2688 5.9835  0.00
C 1.6587 5.6213 6.2573  0.00
C 0.3881 6.1788 6.2720  0.00
C -0.7286 5.3900 6.0150  0.00
C -0.5755 4.0426 5.7361  0.00
C 0.5281 1.3913 3.5795  0.03
C 1.1455 1.5176 2.3189  0.00
N 0.2741 0.9513 1.4607  0.01
N -0.7996 0.5409 2.1347  0.05
N -0.6765 0.7709 3.4012  0.01
P 2.5893 2.4496 1.7038  0.00
Se 2.9942 2.1347 -0.3384  0.00
C 4.0155 2.0298 2.7225  0.00
C 4.7232 0.8642 2.4236  0.00
C 5.8779 0.5595 3.1269  0.00
C 6.3418 1.4218 4.1156  0.00
C 5.6493 2.5884 4.4050  0.00
C 4.4865 2.8948 3.7056  0.00
C 2.1537 4.1775 2.0225  0.00
C 0.8847 4.5930 2.4177  0.00
C 0.5949 5.9530 2.5144  0.00
C 1.5743 6.8939 2.2387  0.00
C 2.8463 6.4820 1.8505  0.00
C 3.1338 5.1326 1.7299  0.00
H 2.6702 -0.1647 4.1204  0.00
H 4.7058 -1.2444 5.0092  0.00
H 5.5719 -0.6136 7.2376  0.00
H 4.3986 1.0908 8.5927  0.00
H 2.3577 2.1678 7.7286  0.00
H 2.8090 3.8311 5.9984  0.00
H 2.5263 6.2360 6.4711  0.00
H 0.2651 7.2318 6.4985  0.00
H -1.7205 5.8244 6.0445  0.00
H -1.4464 3.4216 5.5574  0.00
H 4.3858 0.2186 1.6205  0.00
H 6.4336 -0.3405 2.8865  0.00
H 7.2572 1.1909 4.6488  0.00
H 6.0243 3.2708 5.1603  0.00
H 3.9706 3.8244 3.8949  0.00
H 0.1099 3.8706 2.6386  0.00
H -0.3956 6.2711 2.8189  0.00
H 1.3498 7.9527 2.3239  0.00
H 3.6110 7.2171 1.6258  0.00
H 4.1128 4.8151 1.3901  0.00
N -3.3551 0.6914 -1.9166  0.01
C -2.7148 1.8162 -1.4118  0.02
C -3.4075 3.0233 -1.4788  0.00
C -2.7767 4.1842 -1.1033  0.01
C -1.4462 4.1392 -0.6785  0.00
C -0.8418 2.9208 -0.5897  0.01
N -1.4727 1.7498 -0.9136  0.01
C -2.9320 -0.5994 -2.1821  0.02
C -3.6800 -1.3368 -3.1035  0.00
C -3.2921 -2.6104 -3.4231  0.01
C -2.1389 -3.1424 -2.8379  0.00
C -1.4606 -2.3766 -1.9405  0.01
N -1.8555 -1.1189 -1.5789  0.01
H -4.2379 0.9073 -2.3417  0.00
H -4.4264 3.0331 -1.8507  0.00
H -3.3074 5.1287 -1.1620  0.00
H -0.8896 5.0317 -0.4185  0.00
H 0.1958 2.8292 -0.2949  0.00
H -4.5438 -0.8808 -3.5726  0.00
H -3.8621 -3.1841 -4.1448  0.00
H -1.7750 -4.1300 -3.0840  0.00
H -0.5487 -2.7339 -1.4826  0.00
I 2.2881 -1.4263 -1.5680  0.04
C 0.7276 -0.0055 -1.6987  -0.04
H 0.2674 -0.1689 -2.6700  0.01
H 1.2040 0.9690 -1.6491  0.01
C -0.3467 -5.4954 3.2934  0.00
C -0.3602 -4.2421 2.4674  0.01
C 0.8100 -3.5626 2.1454  0.00
C 0.7606 -2.4066 1.3955  0.01
N -0.3910 -1.9005 0.9327  0.01
C -1.5353 -2.5345 1.2695  0.01
C -1.5579 -3.6850 2.0162  0.00
H 0.6176 -5.9967 3.2404  0.00
H -1.1260 -6.1877 2.9732  0.00
H -0.5394 -5.2503 4.3428  0.00
H 1.7728 -3.9254 2.4855  0.00
H 1.6580 -1.8580 1.1538  0.00
H -2.4635 -2.0852 0.9355  0.00
H -2.5099 -4.1461 2.2523  0.00

A molecular structure, C43H39AlN3SSb2. Source: the Open Molecules 2025 dataset; level of theory: ωB97M-V with the def2-TZVPD basis set.

Calculated values
* net charge: +3
* highest occupied orbital energy: -16.23 eV
* multiplicity: 1
* LUMO: -8.08 eV
* M: 900.4 g mol⁻¹

Each line ends with the Mulliken charge.
Atoms and positions in Å:
Al -0.2930 -1.0933 -0.3794  -1.13
C 0.8818 -4.3146 5.0560  -0.58
C 0.0633 -4.4262 3.9394  -0.69
C -0.0999 -3.3398 3.0931  -0.50
C 0.5571 -2.1448 3.3795  0.71
C 1.3826 -2.0289 4.4936  -0.61
C 1.5386 -3.1244 5.3329  -0.71
Sb 0.3008 -0.4937 2.1374  1.68
C -1.4760 0.5111 2.6141  0.52
C -2.4204 -0.0933 3.4375  -0.78
C -3.6319 0.5485 3.6636  -0.71
C -3.8963 1.7719 3.0630  -0.67
C -2.9506 2.3711 2.2397  -0.73
C -1.7340 1.7423 2.0096  -0.31
C 1.8575 0.8492 2.4817  0.71
C 1.6133 1.9581 3.2859  -0.54
C 2.6408 2.8633 3.5203  -0.83
C 3.8902 2.6613 2.9515  -0.69
C 4.1280 1.5529 2.1483  -0.41
C 3.1109 0.6409 1.9092  -0.76
H 1.0092 -5.1634 5.7137  0.42
H -0.4438 -5.3588 3.7321  0.44
H -0.7459 -3.4281 2.2248  0.30
H 1.9020 -1.1033 4.7130  0.47
H 2.1744 -3.0460 6.2039  0.43
H -2.2126 -1.0409 3.9209  0.51
H -4.3627 0.0999 4.3230  0.49
H -4.8380 2.2701 3.2496  0.46
H -3.1532 3.3346 1.7904  0.52
H -0.9908 2.2303 1.3840  0.55
H 0.6374 2.1266 3.7243  0.54
H 2.4648 3.7215 4.1543  0.49
H 4.6876 3.3671 3.1402  0.47
H 5.1078 1.3970 1.7170  0.49
H 3.3100 -0.2252 1.2878  0.37
C -4.8388 -4.0057 -0.0354  -0.83
N -3.9295 -2.8523 -0.1159  0.05
C -4.3028 -1.5287 -0.0768  -0.82
C -3.1721 -0.7960 -0.2104  -0.69
N -2.0993 -1.6708 -0.3365  0.91
C -2.6133 -2.9058 -0.2708  -0.46
H -5.8005 -3.6542 0.3251  0.31
H -4.4373 -4.7344 0.6634  0.36
H -4.9581 -4.4474 -1.0214  0.35
H -5.3296 -1.2296 0.0408  0.52
H -3.0479 0.2741 -0.2043  0.78
H -2.0554 -3.8267 -0.3309  0.66
C 0.0994 5.4672 -0.0648  -0.79
C -0.7838 5.0892 -1.0655  -0.78
C -0.7282 3.8070 -1.5949  -0.76
C 0.2242 2.9119 -1.1143  1.11
C 1.1060 3.2817 -0.0998  -0.01
C 1.0395 4.5669 0.4183  -0.75
Sb 0.2525 0.9904 -1.9419  2.21
C 2.2014 0.4636 -2.5314  0.69
C 3.3150 0.7765 -1.7561  -0.51
C 4.5682 0.3254 -2.1497  -0.78
C 4.7056 -0.4396 -3.2996  -0.66
C 3.5929 -0.7557 -4.0667  -0.81
C 2.3344 -0.3095 -3.6837  -0.87
C -0.8532 1.0510 -3.7081  0.65
C -0.3603 1.8016 -4.7737  -0.40
C -1.0816 1.8500 -5.9576  -0.76
C -2.2774 1.1543 -6.0750  -0.64
C -2.7638 0.4056 -5.0130  -0.59
C -2.0516 0.3506 -3.8227  -0.69
H 0.0575 6.4696 0.3382  0.45
H -1.5120 5.7942 -1.4423  0.47
H -1.4134 3.5224 -2.3847  0.45
H 1.8372 2.5901 0.3008  -0.16
H 1.7289 4.8665 1.1960  0.49
H 3.2281 1.3901 -0.8685  0.44
H 5.4412 0.5879 -1.5674  0.50
H 5.6860 -0.7748 -3.6091  0.45
H 3.7075 -1.3285 -4.9777  0.49
H 1.4744 -0.5335 -4.3059  0.56
H 0.5713 2.3494 -4.6909  0.52
H -0.7110 2.4350 -6.7879  0.44
H -2.8351 1.1993 -7.0003  0.43
H -3.7003 -0.1268 -5.1103  0.46
H -2.4469 -0.2201 -2.9889  0.23
S 1.6198 -4.0232 -3.0382  -0.03
C 2.6488 -3.6005 -1.7459  -0.27
C 2.0136 -2.7726 -0.8862  -0.79
N 0.7160 -2.4711 -1.2608  0.71
C 0.4000 -3.0709 -2.4034  -0.09
H 3.6517 -3.9885 -1.6735  0.47
H 2.4277 -2.3538 0.0178  0.44
H -0.5545 -2.9439 -2.8934  0.42

DFT total energy / hartree: -7908.26488; -2946.52852